No. 1
{
  "formula": "C33H61BrF3N14O27",
  "method": "wB97M-V/def2-TZVPD",
  "total_charge": 1,
  "e_homo_ev": -11.95,
  "orbital_gap_ha": 0.241,
  "elements": ["C", "C", "C", "C", "C", "C", "F", "F", "F", "C", "N", "C", "C", "C", "C", "C", "C", "C", "C", "C", "C", "O", "Br", "C", "C", "C", "H", "H", "H", "H", "H", "H", "H", "H", "H", "H", "H", "H", "H", "H", "H", "H", "H", "H", "H", "H", "H", "H", "C", "N", "O", "O", "H", "H", "H", "C", "N", "O", "O", "H", "H", "H", "C", "N", "O", "O", "H", "H", "H", "C", "N", "O", "O", "H", "H", "H", "C", "N", "O", "O", "H", "H", "H", "C", "N", "O", "O", "H", "H", "H", "C", "N", "O", "O", "H", "H", "H", "C", "N", "O", "O", "H", "H", "H", "C", "N", "O", "O", "H", "H", "H", "C", "N", "O", "O", "H", "H", "H", "C", "N", "O", "O", "H", "H", "H", "C", "N", "O", "O", "H", "H", "H", "C", "N", "O", "O", "H", "H", "H"],
  "positions_angstrom": [[-1.67, 1.40, 8.07], [-2.67, 1.83, 7.15], [-3.83, 2.40, 6.08], [-3.25, 2.06, 4.58], [-1.85, 2.69, 3.97], [-0.90, 3.73, 4.81], [0.20, 2.97, 5.48], [-0.20, 4.61, 3.79], [-1.62, 4.64, 5.73], [-1.38, 2.23, 2.47], [-2.14, 1.23, 1.58], [-1.62, 0.81, 0.22], [0.01, 0.80, 0.07], [0.81, -0.05, 1.22], [-0.04, -1.27, 1.91], [1.01, -2.00, 2.99], [1.25, -3.59, 2.69], [-0.17, -4.36, 2.96], [-3.48, 0.65, 2.10], [-4.42, -0.40, 1.23], [-4.40, -1.94, 1.78], [-5.21, -2.85, 1.19], [-3.27, -2.56, 3.30], [-4.08, 1.03, 3.61], [-5.51, 0.32, 4.10], [-6.74, -0.13, 4.62], [-0.68, 0.98, 8.56], [-3.89, 3.55, 6.25], [-4.81, 1.81, 6.37], [-0.36, 2.71, 2.07], [-2.03, 1.62, -0.55], [-2.01, -0.23, -0.16], [0.48, 1.89, 0.01], [0.27, 0.29, -0.97], [1.78, -0.55, 0.73], [1.17, 0.70, 2.05], [-0.49, -2.03, 1.14], [-0.95, -0.90, 2.58], [0.57, -1.84, 4.09], [2.04, -1.42, 2.96], [2.04, -3.97, 3.51], [1.67, -3.69, 1.60], [0.01, -5.47, 3.26], [-0.66, -3.83, 3.90], [-0.87, -4.32, 2.02], [-4.18, -0.32, 0.06], [-5.54, 0.01, 1.32], [-7.81, -0.58, 4.87], [3.15, 4.01, -1.45], [3.00, 2.88, -2.41], [1.87, 2.41, -2.56], [4.03, 2.51, -2.99], [2.18, 4.23, -1.01], [3.85, 3.69, -0.67], [3.54, 4.87, -2.00], [-0.37, 0.83, -4.13], [-1.38, 1.13, -5.18], [-1.36, 2.26, -5.68], [-2.16, 0.22, -5.48], [0.25, 1.72, -3.97], [-0.91, 0.57, -3.22], [0.24, 0.00, -4.49], [7.70, 3.65, -3.28], [7.45, 5.12, -3.34], [7.85, 5.72, -4.34], [6.86, 5.62, -2.38], [8.22, 3.34, -4.19], [8.31, 3.46, -2.40], [6.73, 3.16, -3.21], [2.75, -2.51, -3.69], [2.84, -1.11, -3.20], [3.42, -0.92, -2.12], [2.32, -0.23, -3.91], [3.24, -3.17, -2.97], [1.69, -2.76, -3.78], [3.25, -2.55, -4.66], [8.85, 2.58, 0.76], [8.70, 1.45, -0.21], [7.57, 0.98, -0.35], [9.73, 1.08, -0.79], [7.88, 2.80, 1.19], [9.55, 2.26, 1.53], [9.24, 3.44, 0.21], [-2.96, -6.43, 0.17], [-1.49, -6.20, 0.18], [-0.76, -7.19, 0.32], [-1.10, -5.03, 0.06], [-3.15, -7.49, 0.29], [-3.39, -5.86, 1.00], [-3.34, -6.07, -0.79], [1.25, -9.87, 0.86], [2.70, -10.00, 1.15], [3.02, -10.30, 2.31], [3.48, -9.81, 0.21], [0.68, -10.06, 1.77], [1.08, -8.85, 0.51], [1.00, -10.60, 0.09], [-1.87, 7.12, 2.28], [-2.88, 7.42, 1.23], [-2.86, 8.55, 0.74], [-3.66, 6.51, 0.93], [-1.25, 8.01, 2.44], [-2.41, 6.86, 3.19], [-1.26, 6.29, 1.93], [-3.40, 4.03, -7.17], [-3.65, 5.50, -7.23], [-3.25, 6.10, -8.24], [-4.24, 6.01, -6.27], [-2.88, 3.73, -8.08], [-2.79, 3.84, -6.29], [-4.37, 3.54, -7.10], [-2.08, -10.61, -1.69], [-1.24, -9.39, -1.81], [-1.81, -8.33, -2.10], [-0.03, -9.53, -1.60], [-3.12, -10.34, -1.90], [-1.72, -11.33, -2.42], [-1.98, -10.99, -0.67], [-5.85, -5.35, -3.54], [-5.31, -5.64, -2.18], [-5.35, -6.81, -1.80], [-4.87, -4.68, -1.54], [-6.20, -6.28, -3.99], [-6.67, -4.64, -3.42], [-5.04, -4.91, -4.13], [9.45, 5.25, 4.53], [9.30, 4.13, 3.57], [8.17, 3.66, 3.42], [10.33, 3.75, 2.99], [8.48, 5.48, 4.97], [10.15, 4.93, 5.30], [9.84, 6.11, 3.98], [-5.53, 6.49, -2.27], [-6.40, 6.15, -3.43], [-6.87, 7.09, -4.07], [-6.58, 4.95, -3.66], [-5.46, 7.57, -2.18], [-5.99, 6.06, -1.38], [-4.55, 6.05, -2.45]]
}


No. 2
{
  "formula": "C5H15N",
  "method": "wB97M-V/def2-TZVPD",
  "de_lowest_ev": 2.289,
  "total_charge": 0,
  "smiles": "CCC.CNC",
  "e_homo_ev": -9.35,
  "orbital_gap_ha": 0.376,
  "elements": ["C", "C", "C", "H", "H", "H", "H", "H", "H", "H", "H", "C", "N", "C", "H", "H", "H", "H", "H", "H", "H"],
  "positions_angstrom": [[1.45, -3.29, -0.78], [0.03, -2.68, -1.03], [0.00, -1.16, -1.76], [1.98, -2.71, 0.01], [1.71, -4.21, -0.44], [2.20, -3.05, -1.69], [-0.65, -3.46, -1.49], [-0.42, -2.34, -0.09], [0.14, -0.34, -1.09], [-0.93, -1.01, -2.14], [0.78, -1.10, -2.52], [-0.09, 2.98, 0.38], [-0.22, 3.11, 1.78], [-1.32, 2.17, 2.19], [-1.11, 3.05, -0.12], [0.22, 2.00, -0.03], [0.56, 3.75, -0.07], [0.65, 2.71, 2.12], [-1.37, 1.69, 3.29], [-2.25, 2.67, 1.87], [-1.36, 1.23, 1.61]]
}


No. 3
{
  "formula": "C6H13N3O",
  "method": "wB97M-V/def2-TZVPD",
  "de_lowest_ev": 4.302,
  "total_charge": 0,
  "e_homo_ev": [-7.84, -7.84],
  "orbital_gap_ha": [0.304, 0.304],
  "elements": ["C", "C", "C", "C", "N", "C", "C", "N", "N", "O", "H", "H", "H", "H", "H", "H", "H", "H", "H", "H", "H", "H", "H"],
  "positions_angstrom": [[0.42, 0.19, 0.45], [-0.11, 0.54, 1.84], [1.32, 1.29, -0.12], [1.33, -1.04, 0.63], [-1.75, -0.14, -1.11], [-0.89, -1.33, -0.77], [-1.39, 0.96, -0.54], [-0.16, -1.71, -1.90], [-1.66, 2.14, -0.50], [-1.31, -2.12, 0.05], [-2.70, -0.26, -1.47], [-0.19, -2.70, -2.11], [-0.11, -1.08, -2.68], [-1.52, 2.72, 0.32], [2.22, 1.42, 0.49], [0.80, -1.87, 1.10], [0.69, 0.57, 2.58], [-0.59, 1.52, 1.89], [-0.83, -0.22, 2.15], [0.85, 2.27, -0.16], [1.64, 1.02, -1.14], [2.15, -0.79, 1.31], [1.78, -1.35, -0.30]]
}


No. 4
{
  "formula": "C20H30N4O3S",
  "method": "wB97M-V/def2-TZVPD",
  "de_lowest_ev": 1.188,
  "total_charge": 0,
  "smiles": "CCOCCCn1c(=S)[nH]c2cc(C(=O)NCCN(CC)CC)ccc2c1=O",
  "e_homo_ev": -8.39,
  "orbital_gap_ha": 0.305,
  "elements": ["C", "C", "O", "C", "C", "C", "N", "C", "S", "N", "C", "C", "C", "C", "O", "N", "C", "C", "N", "C", "C", "C", "C", "C", "C", "C", "C", "O", "H", "H", "H", "H", "H", "H", "H", "H", "H", "H", "H", "H", "H", "H", "H", "H", "H", "H", "H", "H", "H", "H", "H", "H", "H", "H", "H", "H", "H", "H"],
  "positions_angstrom": [[3.24, -1.19, 1.36], [4.33, -0.93, 0.33], [3.96, -1.56, -0.88], [4.98, -1.65, -1.85], [5.29, -0.33, -2.56], [4.14, 0.15, -3.45], [2.89, 0.21, -2.70], [2.69, 1.25, -1.85], [3.71, 2.53, -1.70], [1.57, 1.23, -1.07], [0.67, 0.19, -1.06], [-0.42, 0.19, -0.18], [-1.31, -0.87, -0.20], [-2.50, -0.92, 0.70], [-3.59, -1.32, 0.32], [-2.27, -0.51, 1.97], [-3.32, -0.43, 2.95], [-3.98, 0.96, 2.98], [-5.13, 0.96, 3.85], [-5.01, 1.81, 5.02], [-5.09, 3.32, 4.75], [-6.40, 1.04, 3.16], [-6.71, -0.25, 2.41], [-1.13, -1.92, -1.11], [-0.05, -1.92, -1.97], [0.86, -0.87, -1.95], [2.02, -0.88, -2.84], [2.23, -1.74, -3.66], [3.49, -0.70, 2.30], [2.29, -0.82, 1.00], [3.14, -2.26, 1.53], [4.46, 0.15, 0.19], [5.29, -1.34, 0.68], [5.90, -2.04, -1.39], [4.60, -2.38, -2.58], [6.17, -0.47, -3.19], [5.53, 0.44, -1.82], [3.98, -0.55, -4.27], [4.36, 1.15, -3.84], [1.45, 2.02, -0.45], [-0.56, 1.03, 0.49], [-1.35, -0.17, 2.22], [-2.92, -0.68, 3.94], [-4.08, -1.17, 2.68], [-4.26, 1.22, 1.95], [-3.23, 1.69, 3.31], [-5.81, 1.53, 5.71], [-4.06, 1.58, 5.50], [-4.95, 3.87, 5.68], [-6.07, 3.59, 4.35], [-4.33, 3.63, 4.04], [-7.17, 1.20, 3.92], [-6.44, 1.89, 2.46], [-7.71, -0.19, 1.98], [-6.67, -1.10, 3.08], [-6.01, -0.41, 1.59], [-1.86, -2.72, -1.12], [0.11, -2.72, -2.67]]
}


No. 5
{
  "formula": "C13H21NO4",
  "method": "wB97M-V/def2-TZVPD",
  "de_lowest_ev": 14.664,
  "total_charge": 0,
  "smiles": "COc1cccc(OCCOCCNCCO)c1",
  "e_homo_ev": -8.49,
  "orbital_gap_ha": 0.335,
  "elements": ["C", "O", "C", "C", "C", "C", "C", "O", "C", "C", "O", "C", "C", "N", "C", "C", "O", "C", "H", "H", "H", "H", "H", "H", "H", "H", "H", "H", "H", "H", "H", "H", "H", "H", "H", "H", "H", "H", "H"],
  "positions_angstrom": [[-0.89, -2.45, -0.14], [-1.31, -3.03, 1.18], [-1.63, -2.00, 2.05], [-1.83, -2.56, 3.20], [-2.23, -1.72, 4.23], [-2.14, -0.18, 4.14], [-2.03, 0.28, 2.82], [-2.40, 1.70, 2.66], [-2.11, 2.06, 1.48], [-0.78, 2.21, 0.85], [-0.48, 1.59, -0.28], [0.68, 1.69, -0.79], [0.68, 0.92, -2.22], [1.74, 0.73, -2.95], [2.86, 0.04, -2.54], [4.18, -0.21, -3.53], [3.49, -0.83, -4.66], [-1.89, -0.50, 1.72], [-0.73, -3.34, -0.68], [0.11, -1.73, -0.06], [-1.78, -2.04, -0.70], [-1.70, -3.55, 3.48], [-2.24, -2.28, 5.27], [-2.59, 0.25, 4.75], [-2.52, 3.22, 1.57], [-2.71, 1.43, 0.74], [-0.02, 1.69, 1.71], [-0.38, 3.38, 0.79], [1.34, 0.86, -0.22], [0.98, 2.57, -1.06], [-0.02, 1.45, -2.82], [0.30, -0.13, -2.05], [2.28, 1.77, -3.09], [2.45, -0.76, -2.19], [3.35, 0.29, -1.54], [4.60, -0.99, -3.34], [4.35, 0.81, -3.72], [2.75, -0.34, -4.77], [-1.72, -0.28, 0.72]]
}


No. 6
{
  "formula": "C44H64BF2NO33",
  "method": "wB97M-V/def2-TZVPD",
  "total_charge": 0,
  "smiles": "CCC(=O)OCCB(CCCCCCCCOC(C)=O)N(C(=O)F)C(=O)F.O=C1OCCO1.O=C1OCCO1.O=C1OCCO1.O=C1OCCO1.O=C1OCCO1.O=C1OCCO1.O=C1OCCO1.O=C1OCCO1.O=C1OCCO1",
  "e_homo_ev": -9.89,
  "orbital_gap_ha": 0.373,
  "elements": ["C", "C", "C", "O", "O", "C", "C", "B", "C", "C", "C", "C", "C", "C", "C", "C", "O", "C", "C", "O", "N", "C", "O", "F", "C", "O", "F", "H", "H", "H", "H", "H", "H", "H", "H", "H", "H", "H", "H", "H", "H", "H", "H", "H", "H", "H", "H", "H", "H", "H", "H", "H", "H", "H", "H", "O", "C", "O", "C", "C", "O", "H", "H", "H", "H", "O", "C", "O", "C", "C", "O", "H", "H", "H", "H", "O", "C", "O", "C", "C", "O", "H", "H", "H", "H", "O", "C", "O", "C", "C", "O", "H", "H", "H", "H", "O", "C", "O", "C", "C", "O", "H", "H", "H", "H", "O", "C", "O", "C", "C", "O", "H", "H", "H", "H", "O", "C", "O", "C", "C", "O", "H", "H", "H", "H", "O", "C", "O", "C", "C", "O", "H", "H", "H", "H", "O", "C", "O", "C", "C", "O", "H", "H", "H", "H"],
  "positions_angstrom": [[-2.60, 2.63, -5.74], [-2.32, 1.12, -5.72], [-2.01, 0.56, -4.33], [-1.60, 1.28, -3.49], [-2.15, -0.78, -4.01], [-3.44, -1.05, -3.46], [-3.42, -2.35, -2.58], [-2.98, -2.06, -1.07], [-2.07, -3.09, -0.28], [-2.84, -4.37, 0.23], [-2.02, -5.70, 0.10], [-2.21, -6.66, 1.32], [-0.99, -7.63, 1.36], [-0.86, -8.41, 2.72], [0.63, -8.90, 2.86], [0.69, -10.27, 3.62], [1.59, -10.08, 4.75], [1.66, -11.19, 5.55], [3.05, -11.57, 6.06], [0.72, -11.83, 5.86], [-3.45, -0.73, -0.49], [-2.41, 0.25, -0.36], [-2.62, 1.36, -0.55], [-1.16, -0.11, -0.04], [-4.18, -0.89, 0.69], [-4.52, -1.90, 1.17], [-4.57, 0.26, 1.28], [-2.04, 3.20, -4.97], [-3.67, 2.88, -5.58], [-2.32, 3.07, -6.71], [-3.16, 0.58, -6.21], [-1.43, 0.93, -6.36], [-4.13, -1.25, -4.30], [-3.83, -0.17, -2.92], [-4.44, -2.78, -2.65], [-2.72, -3.04, -3.09], [-1.21, -3.45, -0.88], [-1.62, -2.57, 0.60], [-3.06, -4.24, 1.31], [-3.84, -4.46, -0.25], [-2.43, -6.23, -0.78], [-0.95, -5.46, -0.08], [-2.32, -6.09, 2.27], [-3.14, -7.23, 1.13], [-0.06, -7.05, 1.21], [-1.05, -8.40, 0.56], [-1.07, -7.76, 3.59], [-1.52, -9.30, 2.70], [0.99, -9.08, 1.83], [1.29, -8.15, 3.33], [1.01, -11.12, 2.99], [-0.31, -10.45, 4.04], [2.93, -12.14, 6.99], [3.67, -10.69, 6.28], [3.52, -12.21, 5.29], [0.11, 2.06, -8.34], [0.65, 3.09, -8.06], [1.93, 3.41, -8.40], [2.12, 4.79, -8.08], [1.08, 5.03, -7.03], [0.06, 4.09, -7.36], [3.13, 4.96, -7.73], [1.96, 5.38, -8.99], [1.44, 4.82, -6.02], [0.69, 6.05, -7.05], [-4.62, -0.79, -6.95], [-5.23, -1.81, -6.99], [-5.29, -2.71, -5.98], [-6.28, -3.68, -6.32], [-6.33, -3.58, -7.82], [-5.95, -2.23, -8.06], [-6.00, -4.67, -5.97], [-7.22, -3.39, -5.85], [-5.61, -4.24, -8.31], [-7.32, -3.78, -8.22], [6.46, -7.64, 7.23], [5.54, -7.40, 6.51], [4.76, -6.29, 6.61], [3.93, -6.25, 5.45], [3.89, -7.69, 5.02], [5.14, -8.20, 5.49], [2.94, -5.86, 5.69], [4.39, -5.60, 4.70], [3.08, -8.25, 5.50], [3.80, -7.80, 3.94], [4.02, -13.15, 8.65], [4.36, -12.11, 9.12], [4.55, -10.96, 8.41], [4.73, -9.90, 9.36], [5.21, -10.63, 10.58], [4.62, -11.92, 10.44], [5.45, -9.18, 8.99], [3.77, -9.41, 9.51], [6.30, -10.74, 10.60], [4.89, -10.15, 11.51], [-0.33, 7.52, -5.05], [-0.63, 6.91, -4.07], [-1.35, 5.77, -4.07], [-1.31, 5.22, -2.75], [-1.01, 6.43, -1.91], [-0.29, 7.28, -2.80], [-2.25, 4.74, -2.50], [-0.51, 4.47, -2.71], [-1.92, 6.95, -1.59], [-0.42, 6.19, -1.03], [-1.74, 10.14, 1.41], [-1.15, 10.49, 0.44], [0.01, 11.21, 0.46], [0.53, 11.23, -0.87], [-0.69, 10.98, -1.70], [-1.53, 10.21, -0.84], [1.00, 12.18, -1.09], [1.27, 10.43, -0.96], [-1.21, 11.91, -1.96], [-0.47, 10.43, -2.62], [-1.16, 13.08, -4.39], [-0.78, 14.08, -3.87], [-0.52, 15.24, -4.53], [-0.31, 16.26, -3.55], [0.10, 15.47, -2.34], [-0.56, 14.22, -2.54], [0.46, 16.96, -3.88], [-1.25, 16.80, -3.40], [1.18, 15.29, -2.29], [-0.22, 15.93, -1.41], [3.31, 14.38, -0.87], [3.87, 13.42, -1.30], [5.17, 13.12, -1.07], [5.39, 11.80, -1.56], [4.30, 11.64, -2.59], [3.27, 12.49, -2.09], [6.39, 11.71, -1.99], [5.29, 11.09, -0.73], [4.60, 11.99, -3.58], [3.95, 10.61, -2.67], [0.97, -4.45, 5.12], [0.96, -4.03, 6.23], [0.22, -4.57, 7.24], [0.64, -3.95, 8.46], [1.21, -2.64, 7.98], [1.67, -2.96, 6.67], [-0.20, -3.82, 9.13], [1.39, -4.59, 8.94], [0.46, -1.86, 7.91], [2.03, -2.29, 8.60]]
}


No. 7
{
  "formula": "C3H3BrCl2",
  "method": "wB97M-V/def2-TZVPD",
  "de_lowest_ev": 2.514,
  "total_charge": 0,
  "e_homo_ev": -10.39,
  "orbital_gap_ha": 0.304,
  "elements": ["C", "C", "C", "Cl", "Cl", "Br", "H", "H", "H"],
  "positions_angstrom": [[0.29, 0.89, 0.32], [-0.58, -0.28, 0.57], [0.05, -0.08, -0.76], [0.52, -2.22, 1.71], [1.26, -1.12, -1.27], [-1.26, 0.56, -2.18], [-0.07, 1.96, 0.16], [1.35, 0.76, 0.61], [-1.57, -0.46, 0.84]]
}


No. 8
{
  "formula": "C6H4N2S",
  "method": "wB97M-V/def2-TZVPD",
  "de_lowest_ev": 0.977,
  "total_charge": 0,
  "smiles": "S=C1N=Cc2c[nH]cc21",
  "e_homo_ev": -8.62,
  "orbital_gap_ha": 0.284,
  "elements": ["S", "C", "N", "C", "C", "C", "N", "C", "C", "H", "H", "H", "H"],
  "positions_angstrom": [[-1.43, -2.05, -2.10], [-0.51, -0.85, -1.57], [0.38, 0.00, -2.37], [0.89, 0.82, -1.59], [0.53, 0.68, -0.14], [0.41, 1.02, 1.18], [-0.20, 0.07, 1.87], [-0.71, -0.91, 1.03], [-0.33, -0.48, -0.21], [1.48, 1.53, -2.04], [1.07, 1.84, 1.68], [-0.10, -0.02, 2.89], [-1.48, -1.66, 1.38]]
}


No. 9
{
  "formula": "C9H14NO4P",
  "method": "wB97M-V/def2-TZVPD",
  "total_charge": -2,
  "e_homo_ev": [2.28, -1.43],
  "orbital_gap_ha": [0.122, 0.247],
  "spin_multiplicity": 3,
  "elements": ["C", "C", "C", "C", "C", "C", "C", "C", "C", "N", "O", "O", "O", "O", "P", "H", "H", "H", "H", "H", "H", "H", "H", "H", "H", "H", "H", "H", "H"],
  "positions_angstrom": [[3.14, -1.40, 1.04], [-0.26, 3.21, 0.84], [1.97, -1.92, 0.94], [-1.35, 2.37, 0.80], [-0.53, 0.20, -2.70], [1.00, -1.74, -0.14], [-1.72, 1.75, -0.45], [0.18, -0.46, 0.28], [-1.13, -0.30, -0.41], [-1.15, -0.49, -1.76], [-2.48, -2.51, -1.00], [-2.67, -1.88, 1.43], [0.12, 1.27, -2.64], [-3.90, -0.35, -0.29], [-2.69, -1.19, 0.06], [3.66, -1.44, 2.07], [3.78, -0.91, 0.31], [-0.01, 3.65, 1.76], [0.09, 3.55, -0.10], [1.62, -2.25, 1.84], [-1.67, 1.80, 1.70], [-0.66, -0.27, -3.69], [1.55, -1.54, -1.01], [0.17, -2.39, -0.23], [-2.82, 1.79, -0.75], [-1.07, 2.05, -1.28], [-0.02, -0.59, 1.31], [0.75, 0.51, 0.12], [-2.03, -1.99, -1.75]]
}


no.,E_tot (eV)
1,-189483.3598
2,-6915.9913
3,-12947.4142
4,-44166.6014
5,-23488.1982
6,-121835.6258
7,-98243.4322
8,-20100.0672
9,-28524.7602